Record 1
Computed, not measured: a 5-piece molecular cluster, C3H18NO4 overall, with ωB97M-V/def2-TZVPD.

Values from the calculation:
Frontier orbital gap: 10.88 eV
Energy above the lowest of the compared OMol25 structures with the same formula, charge and spin: 76.0 kcal/mol

```
! RIJCOSX wB97M-V def2-TZVPD def2/J DEFGRID3
* xyz 1 1
C 0.0432 -2.5882 0.1738
C -1.3211 -2.2560 0.7219
N -1.7264 -0.7199 0.6321
C -3.1554 -0.4325 0.9096
H -0.0367 -2.5625 -1.0590
H 0.8974 -1.8065 0.2937
H 0.3594 -3.6679 0.4257
H -2.3287 -2.5708 0.2141
H -1.4020 -2.5526 1.7897
H -1.4050 -0.4269 -0.3641
H -1.0447 -0.2870 1.3399
H -3.3166 0.6496 1.0229
H -3.3812 -0.7774 1.9874
H -3.9502 -0.8983 0.2256
H 0.3678 1.3169 1.2346
H 0.7793 2.3507 2.1264
O 0.3121 1.4686 2.1631
H 4.0834 1.1986 -1.7453
H 4.7621 0.1284 -0.8521
O 3.9638 0.4932 -1.2382
H 0.0515 0.3897 -1.8844
H -0.5677 -0.5827 -2.9043
O -0.3547 -0.4532 -1.9296
H 3.4534 4.3972 -0.9133
H 2.3216 5.5330 -0.9833
O 2.5953 4.6564 -1.3872
*
```


Record 2
Computed, not measured: C3H19InO7 as an isolated structure, with ωB97M-V/def2-TZVPD.

Values from the calculation:
Frontier orbital gap: 7.66 eV

```
! RIJCOSX wB97M-V def2-TZVPD def2/J DEFGRID3
* xyz 2 1
In 0.6163 -0.0094 0.8774
C -2.5407 -0.0210 -1.0703
C -1.3062 -0.8084 -1.6973
C -0.7595 -0.4014 -2.9735
O -0.2920 -0.7456 -0.7443
H -2.8685 -0.0536 -0.0472
H -3.4451 0.0235 -1.6642
H -2.1423 0.9832 -1.0115
H -1.5849 -1.8664 -1.7314
H -1.3294 -0.7525 -3.8787
H 0.2668 -0.6865 -3.0572
H -0.7463 0.6761 -3.0951
O -0.0595 1.8795 -0.0622
H 0.1261 2.1596 -0.9536
H -0.8714 2.4812 0.1214
O -1.0866 0.3795 2.0974
H -1.9969 0.2507 1.8798
H -1.0494 0.4630 3.0074
O 0.2242 -2.0112 1.4284
H 0.1946 -2.4624 2.2356
H -0.1204 -2.7297 0.9092
O 1.4350 1.3360 2.2214
H 1.6727 1.0966 3.1145
H 1.2575 2.2873 2.2958
O 2.7670 -0.9885 1.5040
H 3.3628 -1.1452 0.7351
H 3.3712 -1.0485 2.2934
O 2.0337 0.4564 -0.6624
H 2.5231 1.3067 -0.6508
H 2.3482 -0.0490 -1.4211
*
```


Record 3
Computed, not measured: a 8-piece molecular cluster, C3H21NO7 overall, with ωB97M-V/def2-TZVPD.

Values from the calculation:
Structure (SMILES): C/C=C/N.O.O.O.O.O.O.O
Frontier orbital gap: 8.58 eV
Energy above the lowest of the compared OMol25 structures with the same formula, charge and spin: 22.9 kcal/mol

```
! RIJCOSX wB97M-V def2-TZVPD def2/J DEFGRID3
* xyz 0 1
C 0.4879 -3.1517 2.8611
C -0.1253 -2.1600 1.8263
C 0.5446 -1.0385 1.5568
N 0.1234 -0.0842 0.6055
H -0.3490 -3.3750 3.5188
H 0.8567 -3.9705 2.2481
H 1.2809 -2.6572 3.4110
H -0.9726 -2.5254 1.2620
H 1.4827 -0.8347 1.9917
H 0.9079 0.4677 0.2939
H -0.4995 -0.4273 -0.1175
O 0.2846 2.1656 2.9708
H 0.2401 1.6891 2.1317
H 0.6757 1.5418 3.5932
O 1.6255 -0.2949 -3.4371
H 1.0166 -0.6528 -2.7731
H 1.5559 -0.8569 -4.2145
O 0.2190 4.6103 1.0904
H -0.3026 4.0809 1.7282
H 1.0651 4.3827 1.4716
O -0.0267 -1.9899 -1.9032
H -0.8600 -1.7964 -1.4404
H 0.2652 -2.7767 -1.4191
O 0.4784 2.3210 -1.0986
H 0.0377 2.9351 -0.5122
H -0.0768 1.6256 -1.4639
O -1.1489 0.9061 -3.3135
H -1.7726 1.6048 -3.5268
H -0.2928 1.0189 -3.7498
O -2.3152 -0.6112 -1.1538
H -2.6664 0.0910 -0.5922
H -1.7394 -0.2372 -1.8453
*
```


Record 4
Computed, not measured: a 9-piece molecular cluster, C3H22NO14S2 overall, with ωB97M-V/def2-TZVPD.

Values from the calculation:
Frontier orbital gap: 8.46 eV
Energy above the lowest of the compared OMol25 structures with the same formula, charge and spin: 108.6 kcal/mol

```
! RIJCOSX wB97M-V def2-TZVPD def2/J DEFGRID3
* xyz -1 1
O 4.3206 -1.4224 0.2244
C 3.1166 -1.0015 -0.1867
O 3.0316 -0.4441 -1.5508
C 1.8524 -1.1778 0.8595
C 0.3988 -1.1376 0.1041
S -0.7723 0.1987 0.6936
O -0.3873 0.6811 2.1461
O -0.5269 1.4485 -0.2238
N -2.4534 -0.2658 0.7709
S -2.9245 -1.2966 -0.5569
O -4.0966 -2.2010 -0.0083
O -3.4884 -0.5603 -1.7954
H 2.6476 -1.1385 -2.1836
H 1.9635 -2.2773 1.3098
H 1.9391 -0.4460 1.7906
H 0.5159 -0.9890 -1.0714
H -0.1203 -2.1859 0.2401
H -1.9364 -2.1875 -1.0037
O 4.0229 1.6158 0.8410
H 4.6771 1.2900 0.2048
H 4.5103 1.6572 1.6775
O -0.1475 -0.1565 5.1547
H -0.8448 0.4404 5.4653
H -0.1974 -0.0922 4.1891
O -1.8812 -2.6914 -3.3720
H -2.6657 -2.1227 -3.3769
H -2.0428 -3.3193 -4.0921
O 0.7238 2.8146 -2.8076
H 0.5124 2.7190 -1.8668
H 0.2740 3.6330 -3.0666
O -4.7481 2.5165 -0.9919
H -4.2540 1.7485 -1.3160
H -4.7877 2.3817 -0.0331
O 3.2147 -4.0581 0.1910
H 4.1700 -4.1762 0.0805
H 2.8521 -4.9471 0.0596
O -5.0683 1.0510 2.4686
H -4.4140 0.7252 1.8324
H -4.5809 1.0924 3.3051
O 2.4522 5.1365 -1.2663
H 2.7949 4.4256 -0.7041
H 2.3481 4.7188 -2.1344
*
```


Record 5
Computed, not measured: a 10-piece molecular cluster, C3H23N2O12 overall, with ωB97M-V/def2-TZVPD.

Values from the calculation:
Frontier orbital gap: 8.33 eV
Energy above the lowest of the compared OMol25 structures with the same formula, charge and spin: 115.5 kcal/mol

```
! RIJCOSX wB97M-V def2-TZVPD def2/J DEFGRID3
* xyz -1 1
O -0.6254 -0.0176 2.2113
C -1.0540 -0.4556 1.1279
N -0.2638 -0.3141 0.0259
C -0.6860 -0.6298 -1.3418
O -0.0662 -1.5546 -1.8489
O -1.6683 0.0279 -1.6266
C -2.5452 -0.8638 0.9849
N -2.8603 -2.1136 0.3545
H 0.6819 0.0789 0.2195
H -3.0778 -0.7627 2.0570
H -2.8632 0.0133 0.2799
H -2.4469 -2.9602 0.4842
H -3.1920 -2.0970 -0.5598
H 2.2134 -1.6131 -2.3150
H 3.2737 -2.4965 -1.6471
O 3.1429 -1.6479 -2.1315
H -1.6610 -3.0414 -2.0540
H -2.1817 -1.7556 -2.5745
O -2.5272 -2.6182 -2.3215
H 3.0591 -0.7913 -0.6164
H 1.9478 -1.1861 0.5109
O 2.6639 -0.6493 0.2358
H 0.2421 3.0385 -0.7263
H -0.9368 2.2507 -1.3198
O -0.4400 3.0667 -1.3127
H 1.4420 3.3918 2.2527
H 0.9624 3.9256 0.8541
O 0.9404 4.1531 1.7936
H 0.3495 1.5233 3.0608
H 1.5173 0.5284 2.4395
O 1.3067 1.4431 2.7432
H 1.3973 -3.9787 -1.1499
H 0.8336 -3.0000 -0.0332
O 1.3099 -3.7813 -0.1360
H -1.4371 2.1677 0.6517
H -2.1814 2.5605 1.8680
O -2.1767 2.5119 0.9176
H 2.7016 3.2220 -0.9199
H 2.4946 1.7635 -0.2795
O 2.4109 2.6616 -0.1586
*
```


Record 6
Computed, not measured: a 9-piece molecular cluster, C3H24O8S2 overall, with ωB97M-V/def2-TZVPD.

Values from the calculation:
Structure (SMILES): CCSSC.O.O.O.O.O.O.O.O
Frontier orbital gap: 8.16 eV
Energy above the lowest of the compared OMol25 structures with the same formula, charge and spin: 0.0 kcal/mol

```
! RIJCOSX wB97M-V def2-TZVPD def2/J DEFGRID3
* xyz 0 1
C -3.1067 -2.0654 -1.0583
C -2.5927 -0.6580 -1.3819
S -0.8606 -0.6033 -0.7773
S -0.0146 0.8640 0.2654
C -0.7936 1.3119 1.8889
H -2.7355 -2.2811 -0.0664
H -2.7575 -2.7796 -1.7905
H -4.1858 -2.0550 -1.0778
H -2.6914 -0.4037 -2.4970
H -3.2315 0.1989 -1.0566
H -0.2511 2.2250 2.2020
H -1.8171 1.6804 1.9410
H -0.5005 0.5295 2.5789
O 4.2205 0.9895 -1.9819
H 3.7090 0.1728 -2.0598
H 4.8743 1.2278 -2.6320
O -2.4488 -1.4769 1.9232
H -2.9810 -0.6820 1.9692
H -2.4806 -2.0418 2.6977
O 3.1693 -1.5823 -2.1625
H 3.0123 -2.4252 -2.6026
H 3.0546 -1.9493 -1.2313
O -3.1864 3.7679 -0.0729
H -2.8199 4.5199 0.4006
H -2.6913 3.7193 -0.8900
O -0.9950 4.3758 -1.4175
H -0.7492 4.8205 -0.6022
H -0.1559 4.1420 -1.8282
O 4.1986 0.2652 0.7856
H 3.6503 0.6446 0.0787
H 4.9494 0.1110 0.1508
O 0.5405 -2.8915 2.7271
H -0.1430 -2.2542 2.5120
H 0.2096 -3.7385 3.0228
O 3.0071 -2.1466 0.4019
H 2.1287 -2.1595 0.7980
H 3.4654 -1.3721 0.8432
*
```


Record 7
Computed, not measured: C3H25O10S2 as an isolated structure, with ωB97M-V/def2-TZVPD.

Values from the calculation:
Frontier orbital gap: 8.89 eV
Energy above the lowest of the compared OMol25 structures with the same formula, charge and spin: 73.8 kcal/mol

```
! RIJCOSX wB97M-V def2-TZVPD def2/J DEFGRID3
* xyz -1 1
C -0.1306 -1.6770 1.3116
C -0.4515 -2.0323 -0.1573
O 0.4493 -1.4307 -1.0708
C -1.1176 -0.6884 1.8918
S -0.4123 0.3559 3.2247
S 1.2086 1.3577 2.7569
H 0.9146 -1.3688 1.3199
H -0.1323 -2.4855 2.1135
H -0.2878 -3.1252 -0.3862
H -1.4593 -1.7226 -0.3410
H -2.1113 -1.1826 2.3102
H -1.4241 0.0732 1.0657
H 1.1954 2.7293 2.1990
H 2.7741 -1.7321 1.9736
H 1.9668 -2.8148 2.4090
O 2.7723 -2.5013 2.4780
H 2.1624 3.7334 0.1089
H 0.8578 2.9965 -0.3064
O 1.2670 3.7361 0.2803
H -3.6336 2.2592 0.4027
H -2.6183 1.6348 -0.5700
O -3.4561 1.5160 -0.1051
H -1.4729 1.0847 -2.4900
H -0.7154 2.1234 -1.5492
O -1.6125 1.9878 -2.0056
H 0.6727 -0.1484 -1.1148
H 0.9908 0.8756 -2.4193
O 0.8359 0.9411 -1.4511
H 2.5171 -1.7301 0.0433
H 2.2748 -0.3396 0.1938
O 3.0248 -1.0102 0.2213
H 2.1487 1.6064 -0.4551
H 3.5807 1.0907 -0.1870
O 2.9914 1.8229 -0.1381
H -1.1908 -1.5760 -3.3267
H -0.0889 -1.0649 -2.3927
O -0.6792 -0.8180 -3.2023
H -4.2450 -0.1834 -0.9096
H -3.2444 -1.2198 -0.9383
O -4.1210 -1.0731 -0.7874
*
```


Record 8
Computed, not measured: C3H26F9O22S3Zn2 as an isolated structure, with ωB97M-V/def2-TZVPD.

Values from the calculation:
Frontier orbital gap: 1.16 eV
Energy above the lowest of the compared OMol25 structures with the same formula, charge and spin: 506.6 kcal/mol

```
! RIJCOSX wB97M-V def2-TZVPD def2/J DEFGRID3
* xyz 1 1
Zn -2.9156 -3.0091 -1.0920
Zn -1.6238 3.6607 5.4430
C -1.8231 -6.9769 4.9421
F -0.4846 -6.8541 4.7469
F -2.3807 -7.8496 4.1302
F -1.9819 -7.3304 6.1801
S -2.8411 -5.2921 4.6810
O -4.2667 -5.4103 5.0970
O -2.2332 -4.2852 5.5722
O -2.6967 -4.8726 3.2518
C 2.8401 -1.9982 -8.1549
F 3.3246 -1.5803 -9.3720
F 2.5661 -0.9719 -7.3903
F 1.6328 -2.5905 -8.4511
S 4.0526 -3.2349 -7.3588
O 3.3005 -3.9192 -6.2752
O 4.5135 -4.2137 -8.3672
O 5.2112 -2.5577 -6.8078
C 1.7838 2.3404 -1.0045
F 1.9934 1.2241 -1.6765
F 2.6148 2.2966 0.0134
F 2.0317 3.4104 -1.7437
S -0.0772 2.2503 -0.4079
O -0.3822 0.8013 -0.3814
O -0.1580 2.8797 0.9077
O -0.8485 3.0086 -1.3682
O 1.7745 5.0749 5.9189
H 2.5297 4.5303 6.1410
H 2.1518 5.8500 5.5029
O 5.1032 0.8125 4.8993
H 5.7949 1.1119 4.3093
H 5.3589 1.1478 5.7586
O 2.9502 6.0901 -6.2491
H 3.6092 5.4027 -6.1523
H 2.6125 6.2253 -5.3637
O -3.1017 6.9556 5.0906
H -3.9018 7.0681 5.6038
H -2.8306 7.8467 4.8702
O -3.6699 1.9381 -6.9513
H -3.4833 1.9029 -7.8894
H -3.1181 2.6482 -6.6233
O 0.6973 -4.5017 -1.7238
H 1.2986 -4.1982 -1.0437
H 1.2535 -4.9764 -2.3415
O -4.9571 2.2529 4.3584
H -5.4985 2.3942 3.5818
H -5.5129 1.7447 4.9492
O -6.0725 -1.2768 -0.5442
H -6.3075 -0.3695 -0.3499
H -6.7151 -1.7993 -0.0644
O 8.5785 1.3088 1.2727
H 8.4139 1.9236 0.5578
H 9.0841 0.6026 0.8703
O -6.5127 3.3556 -0.5914
H -7.1507 3.3066 -1.3033
H -5.6697 3.4640 -1.0317
O 0.2468 0.3624 5.7634
H 1.1584 0.1567 5.5565
H -0.1567 -0.4872 5.9411
O -2.8469 -2.1844 -4.8250
H -3.1696 -1.4039 -5.2755
H -2.8348 -2.8632 -5.4998
O 2.9082 -3.4672 2.3955
H 3.4402 -4.1930 2.7219
H 3.3943 -2.6817 2.6459
*
```


Number 1: E_LUMO -3.0 eV. Number 2: E_LUMO -7.4 eV. Number 3: E_LUMO 0.3 eV. Number 4: E_LUMO 1.9 eV. Number 5: E_LUMO 2.5 eV. Number 6: E_LUMO 0.2 eV. Number 7: E_LUMO 2.9 eV. Number 8: E_LUMO -9.5 eV.